[1]
The following is a DFT calculation (ωB97M-V/def2-TZVPD) of a cluster of 6 separate species, H12O6 in total.

The geometry in XYZ format:
```
18
H12O6 ωB97M-V/def2-TZVPD
O 0.8358 1.8257 0.7963
H 1.7551 2.0297 1.0210
H 0.3089 2.2863 1.4611
O 1.7923 -3.2079 -0.0789
H 2.1163 -3.1428 -0.9823
H 1.1500 -2.4843 0.0044
O 1.3112 2.0587 -1.8636
H 1.0697 1.9492 -0.9219
H 1.3479 3.0094 -2.0025
O -2.4678 -1.1744 2.4664
H -2.7977 -0.5649 3.1358
H -1.8720 -1.7626 2.9463
O -1.5504 0.7505 -2.3228
H -0.9213 0.1775 -1.8621
H -1.6982 0.3174 -3.1690
O -0.0974 -0.8943 0.1195
H 0.4229 -0.1233 0.3973
H -0.7052 -1.0500 0.8550
```

Values from the calculation:
Net charge: 0
Structure (SMILES): O.O.O.O.O.O
HOMO level: -10.45 eV
Kohn-Sham gap: 10.4 eV
ΔE to the lowest compared entry with this formula, charge and spin: 28.37 kcal/mol

Here are the Löwdin charges for atoms 1 to 4, given in e: atom 1 (O): -0.0391, atom 2 (H): 0.0845, atom 3 (H): 0.0827, atom 4 (O): -0.0784


[2]
The following is a DFT calculation (ωB97M-V/def2-TZVPD) of a cluster of 2 separate species, C10H16O in total in a non-equilibrium geometry.

The geometry in XYZ format:
```
27
C10H16O ωB97M-V/def2-TZVPD
C 1.8556 -2.5927 0.1581
C -0.6100 0.0702 1.2641
C -1.8413 -0.5438 1.1865
C 0.4990 -0.7091 1.1167
C 0.5084 -2.0354 0.6136
C -1.9126 -1.8685 0.7540
C -0.7578 -2.6187 0.4138
O -3.0983 0.1298 1.2437
H -0.4873 1.1245 1.4411
H 1.4808 -0.1607 1.2617
H -2.8628 -2.3816 0.6659
H -3.3710 0.0539 2.1212
H 2.5571 -2.5468 1.0055
H 2.3507 -1.9901 -0.6265
H -0.8480 -3.6809 0.0970
H 1.6945 -3.6855 -0.0193
C 0.5806 2.0233 -1.7414
C 1.6061 2.0325 -0.5933
C -0.8339 2.3685 -1.2741
H 0.5294 1.0284 -2.3246
H 0.8447 2.7939 -2.5195
H 1.1542 1.4698 0.2051
H 2.5059 1.5397 -0.9804
H -0.9790 3.3310 -1.7209
H -0.7681 2.2928 -0.1827
H 1.7577 2.8866 0.0231
H -1.5547 1.6689 -1.5884
```

Values from the calculation:
Net charge: 0
Structure (SMILES): Cc1ccc(O)cc1.CCC
HOMO level: -8.90 eV
Kohn-Sham gap: 9.8 eV
ΔE to the lowest compared entry with this formula, charge and spin: 52.28 kcal/mol

Here are the Löwdin charges for atoms 1 to 4, given in e: atom 1 (C): -0.0576, atom 2 (C): -0.0581, atom 3 (C): -0.2809, atom 4 (C): -0.0718


[3]
The following is a DFT calculation (ωB97M-V/def2-TZVPD) of an isolated molecule of C6H11NS in a non-equilibrium geometry.

The geometry in XYZ format:
```
19
C6H11NS ωB97M-V/def2-TZVPD
C -0.5898 0.7111 -0.2450
C -1.2417 -0.2207 0.7974
C 0.1397 -0.9429 0.9586
C 0.3816 -2.2971 0.3091
C 1.3453 -0.6396 -1.1210
C 0.7635 0.1081 0.0240
H -0.3371 2.3847 1.4180
H -0.9400 0.5399 -1.2708
H -1.5766 0.2386 1.7506
H -2.0396 -0.8572 0.3909
H 0.5137 -0.9765 1.9939
H -0.4648 -2.9262 0.3020
H 1.0981 -2.9341 0.7668
H -0.0601 -1.8261 -1.6655
H 1.1996 -0.1236 -2.1364
H 2.4705 -0.7448 -0.9730
H 1.4016 0.8429 0.5615
N 0.8223 -1.9959 -1.0799
S -0.7383 2.5025 0.1301
```

Values from the calculation:
Net charge: 0
Structure (SMILES): S[C@@H]1C[C@H]2CNC[C@H]21
HOMO level: -8.88 eV
Kohn-Sham gap: 9.8 eV
ΔE to the lowest compared entry with this formula, charge and spin: 25.69 kcal/mol

Here are the Löwdin charges for atoms 1 to 4, given in e: atom 1 (C): -0.6303, atom 2 (C): -0.1362, atom 3 (C): -0.2350, atom 4 (C): -0.1647


[4]
The following is a DFT calculation (ωB97M-V/def2-TZVPD) of a structure of composition C14H14AsCl3F6GeIN2O9P2Sr.

The geometry in XYZ format:
```
54
C14H14AsCl3F6GeIN2O9P2Sr ωB97M-V/def2-TZVPD
Sr -1.2575 -0.3987 0.8016
C -0.9326 4.0811 2.1188
C 0.4601 3.7658 1.6614
N 1.4264 4.6118 1.9310
C 2.6791 4.3213 1.5298
C 3.0202 3.1932 0.8216
C 4.4749 2.9597 0.4906
O 4.7600 2.9000 -0.8964
C 1.9872 2.2910 0.4860
C 2.1309 1.0909 -0.3169
N 3.2157 0.5569 -0.7399
C 3.0501 -0.6235 -1.4942
C 3.5176 -0.6407 -2.8100
C 3.3474 -1.7475 -3.6174
C 2.7155 -2.8816 -3.1218
C 2.2753 -2.8994 -1.8112
C 2.4510 -1.7840 -1.0009
I 1.8165 -1.9765 0.9963
C 0.6795 2.5411 0.9525
O -0.3044 1.7113 0.8012
H -1.2943 3.3190 2.8128
H -1.6252 4.0840 1.2740
H -0.9440 5.0531 2.6069
H 3.4415 5.0436 1.8010
H 4.8086 2.0415 0.9882
H 5.0571 3.7870 0.8971
H 4.4259 2.0330 -1.1769
H 1.1776 0.6394 -0.6005
H 3.9959 0.2547 -3.1866
H 3.6989 -1.7214 -4.6407
H 2.5616 -3.7482 -3.7504
H 1.7807 -3.7757 -1.4151
O -4.2209 -1.4331 1.3109
P -3.6180 -1.4035 3.1544
O -4.8334 -1.0602 3.8744
O -2.4247 -0.5438 2.9879
O -3.2668 -2.9354 3.1496
P -1.9969 -3.5450 2.2407
O -2.5425 -5.0177 1.9691
O -0.7599 -3.5290 3.0170
O -2.1248 -2.7490 0.9480
H -3.5330 -2.0356 0.8301
H -3.0092 -5.0625 1.1268
F -0.6493 -0.9699 -1.5656
As -2.0275 -1.3481 -2.6304
F -2.2281 0.3443 -2.8739
F -3.0094 -1.1545 -1.1291
F -3.4521 -1.6933 -3.5232
F -1.8326 -3.0050 -2.2233
F -0.9929 -1.4838 -3.9826
Cl -6.0580 -1.0349 -1.3213
Ge -5.2293 -0.2235 0.4285
Cl -3.9889 1.4691 0.1007
Cl -6.7990 0.3321 1.7196
```

Values from the calculation:
Net charge: -1
HOMO level: -5.54 eV
Kohn-Sham gap: 7.0 eV
ΔE to the lowest compared entry with this formula, charge and spin: 32.28 kcal/mol

Here are the Löwdin charges for atoms 1 to 4, given in e: atom 1 (Sr): 1.3674, atom 2 (C): -0.0349, atom 3 (C): -0.2707, atom 4 (N): 0.1016


[5]
The following is a DFT calculation (ωB97M-V/def2-TZVPD) of a cluster of 2 separate species, C10H15N2 in total in a non-equilibrium geometry.

The geometry in XYZ format:
```
27
C10H15N2 ωB97M-V/def2-TZVPD
C -2.2092 -1.0471 2.0095
C 0.8727 -0.9652 -0.1010
C -0.5114 -1.0603 0.0197
C -0.8503 -0.8694 1.4261
C 0.2906 -0.4823 2.0262
C 1.5286 -1.0181 -1.3341
C 0.7292 -1.3133 -2.4311
C -0.6532 -1.5203 -2.3217
C -1.2688 -1.4721 -1.0743
N 1.4251 -0.4640 1.1206
H 2.6059 -0.9359 -1.4168
H 1.2307 -1.4398 -3.3621
H 2.0236 -1.1647 1.5493
H -1.1912 -1.8244 -3.2029
H 0.5030 -0.3265 3.0773
H -2.3069 -1.7608 -1.0854
H -2.2967 -2.1229 2.2209
H -3.0087 -0.7271 1.3456
H -2.2978 -0.6624 3.0247
C 0.6874 3.3568 0.0739
N 0.7005 1.9821 -0.4810
H 1.5404 1.5951 -0.9137
H 0.5175 1.2826 0.2508
H -0.0489 1.8790 -1.1656
H 1.6241 3.6032 0.5180
H -0.0366 3.3832 0.8832
H 0.4004 4.0946 -0.6562
```

Values from the calculation:
Net charge: +1
HOMO level: -11.90 eV
Kohn-Sham gap: 8.8 eV
ΔE to the lowest compared entry with this formula, charge and spin: 24.20 kcal/mol

Here are the Löwdin charges for atoms 1 to 4, given in e: atom 1 (C): -0.0268, atom 2 (C): -0.2633, atom 3 (C): -0.1646, atom 4 (C): -0.2266


[6]
The following is a DFT calculation (ωB97M-V/def2-TZVPD) of a cluster of 3 separate species, C4H10O3 in total in a non-equilibrium geometry.

The geometry in XYZ format:
```
17
C4H10O3 ωB97M-V/def2-TZVPD
C 0.4923 0.2966 -2.9776
C 0.1592 0.2373 -1.6483
O 1.2039 0.1089 -0.7544
C -1.1627 0.1735 -1.1122
C -1.5342 0.0226 0.1976
H 1.4659 0.5615 -3.3543
H -0.3696 0.2599 -3.6354
H 0.9916 0.3207 0.1777
H -1.9878 0.1823 -1.8279
H -0.7541 -0.0339 0.9374
H -2.4869 -0.4287 0.4701
H 0.9944 -2.0432 0.8041
H 0.1470 -2.1941 2.0055
O 0.7996 -1.5983 1.6423
H -0.6248 1.7572 3.3970
H -0.0905 0.3487 3.5758
O -0.1397 1.0711 2.9568
```

Values from the calculation:
Net charge: -1
HOMO level (spin up / spin down): 0.56 / -2.61 eV
⟨S²⟩: 0.761
Multiplicity: 2
Kohn-Sham gap (spin up / spin down): 2.8 / 5.9 eV
ΔE to the lowest compared entry with this formula, charge and spin: 23.47 kcal/mol

Here are the Löwdin charges for atoms 1 to 4, given in e: atom 1 (C): -0.0685, atom 2 (C): -0.5166, atom 3 (O): -0.0554, atom 4 (C): -0.2472


Question: Among the records above, which one has the lowest ΔE to the lowest compared entry with this formula, charge and spin?
Answer: C4H10O3